[1]
143
Properties=species:S:1:pos:R:3:forces:R:3 method="wB97M-V/def2-TZVPD" total_energy_ev=-69519.8419 orbital_gap_ev=6.93
C -22.17349 -24.87103 -25.78797 0.40 2.58 1.11
C -21.80777 -23.67268 -26.69158 -1.44 -0.86 2.17
C -22.76172 -22.52173 -26.28691 3.07 -2.31 2.21
O -23.00936 -22.73734 -24.87426 11.90 -8.10 -1.56
C -22.56277 -24.09453 -24.50569 -1.53 0.73 -2.02
H -21.36634 -25.57153 -25.57366 0.07 0.61 -0.50
H -22.92938 -25.59327 -26.09636 -0.14 2.07 1.05
H -22.00249 -23.82450 -27.75324 0.92 -1.29 2.64
H -20.76009 -23.41308 -26.53965 -1.15 0.08 -0.37
H -23.70171 -22.54793 -26.83814 1.61 -1.11 2.09
H -22.33350 -21.54127 -26.49532 -0.36 -0.59 2.31
H -23.45564 -24.64107 -24.20209 1.07 1.19 1.08
H -21.71579 -24.03501 -23.82218 -2.47 1.01 -0.44
C -19.42227 -27.84369 -26.20928 -1.36 1.63 -1.08
C -20.31730 -26.96635 -27.14193 1.33 -1.78 0.47
C -21.73755 -27.51321 -27.07560 2.03 -1.82 2.87
O -21.65251 -28.45955 -25.96214 -0.39 -0.19 -0.16
C -20.47638 -28.12365 -25.17387 0.91 -2.54 -2.01
H -18.51538 -27.30339 -25.93778 -0.53 -0.57 0.32
H -19.12574 -28.71943 -26.78656 -0.09 -0.31 0.25
H -19.91599 -27.03571 -28.15299 0.09 -0.01 0.99
H -20.26876 -25.92521 -26.82291 -0.73 -0.98 0.53
H -22.03386 -27.99526 -28.00723 0.04 -0.38 1.43
H -22.37442 -26.68344 -26.76904 0.95 -3.52 0.35
H -20.05593 -29.02447 -24.72683 -0.86 -0.58 0.55
H -20.65717 -27.42785 -24.35455 0.28 -0.15 -2.22
C -24.63274 -22.11394 -28.24377 0.72 0.37 -5.27
C -24.22919 -20.93209 -29.11808 -0.75 0.75 -0.80
C -22.81282 -20.67609 -28.69867 -3.97 -0.38 -0.62
O -22.39526 -21.97919 -28.18019 -9.90 1.15 -5.24
C -23.44278 -22.97712 -28.47214 -1.24 3.96 -1.88
H -25.48379 -22.60155 -28.71922 -0.68 0.13 0.85
H -24.75235 -21.77139 -27.21593 2.41 -0.14 -2.59
H -24.81407 -20.02206 -28.98445 -0.26 -0.02 0.30
H -24.31642 -21.12230 -30.18780 0.05 -0.43 -0.11
H -22.89888 -19.96480 -27.87723 0.38 0.09 0.10
H -22.15419 -20.26966 -29.46621 -1.33 -0.44 -0.18
H -23.33969 -23.87255 -27.85921 -1.00 6.09 1.59
H -23.37335 -23.35887 -29.49075 0.17 0.26 -0.52
C -18.72862 -23.04339 -24.26283 1.02 -0.46 1.44
C -18.67591 -22.78605 -22.74078 0.22 -1.36 1.14
C -19.61677 -23.83338 -22.11399 -0.64 0.97 -1.41
O -20.53430 -24.19269 -23.23050 9.07 5.57 -1.01
C -19.73651 -24.16068 -24.50060 -0.39 1.37 1.89
H -17.79034 -23.42032 -24.66982 -1.47 1.02 2.27
H -18.89003 -22.11108 -24.80399 -0.22 -0.45 0.08
H -19.04464 -21.80902 -22.42845 1.19 -1.34 0.11
H -17.68245 -22.90800 -22.30919 0.23 -0.11 -0.20
H -20.31502 -23.39075 -21.40362 0.28 -0.11 0.37
H -19.08292 -24.68247 -21.68720 -0.29 -0.37 -0.22
H -20.36790 -23.95346 -25.36461 0.59 -0.20 1.60
H -19.32117 -25.15556 -24.66127 -0.89 0.63 1.03
C -20.39250 -20.74708 -23.22672 0.86 -0.18 -0.40
C -20.57244 -19.28180 -23.23314 -0.08 1.29 -0.61
C -20.78275 -19.07799 -24.73742 -0.73 1.79 0.83
O -21.68347 -20.09321 -25.07292 0.06 0.01 -0.84
C -21.25849 -21.26341 -24.38170 0.96 0.53 1.75
H -20.51638 -21.18599 -22.23671 -0.80 -0.01 -0.17
H -19.36348 -20.98000 -23.50055 -0.58 1.17 -0.38
H -19.75261 -18.64474 -22.90127 0.25 -0.35 0.30
H -21.44634 -19.04309 -22.62698 -0.25 0.41 -0.39
H -19.86031 -19.00527 -25.31354 0.50 -0.99 -0.01
H -21.19478 -18.09340 -24.95859 -0.73 -0.03 0.04
H -20.68210 -21.94463 -25.00765 0.25 0.60 -0.37
H -22.11010 -21.90448 -24.15391 1.12 1.98 1.15
C -24.53107 -26.28534 -24.81164 -0.72 -1.49 -1.03
C -25.01417 -26.70930 -26.18577 0.52 1.09 -0.17
C -25.47016 -25.31478 -26.78170 -0.79 -2.87 -0.36
O -25.64390 -24.41620 -25.70704 1.92 -10.39 1.85
C -25.42098 -25.09812 -24.49680 -0.33 -0.45 1.93
H -23.48050 -25.99985 -24.86541 -1.36 -0.76 0.43
H -24.54946 -27.20961 -24.23417 -1.14 0.64 0.16
H -25.77634 -27.47942 -26.06694 -0.57 0.52 -0.25
H -24.24937 -27.21714 -26.77338 -0.01 0.29 0.25
H -26.43899 -25.62259 -27.17505 -0.10 1.03 -0.82
H -24.74200 -24.91579 -27.48787 -1.02 -0.20 0.15
H -26.37508 -25.35011 -24.03389 -0.10 -0.28 -0.03
H -24.93664 -24.33202 -23.89132 -0.62 -0.44 0.52
C -25.85260 -22.32610 -25.99770 -1.75 6.71 0.92
C -27.01882 -21.66749 -25.27009 0.55 0.74 0.26
C -26.27818 -20.51330 -24.48701 -1.12 -0.67 0.26
O -25.03813 -21.01817 -24.07598 0.13 -1.13 -0.43
C -24.65742 -22.03789 -25.04710 -8.47 2.91 -0.14
H -25.63522 -21.73273 -26.88582 -4.64 0.16 2.81
H -25.87752 -23.41348 -26.06908 -1.48 4.84 -2.15
H -27.54314 -22.37577 -24.62858 0.15 0.04 0.67
H -27.81164 -21.30143 -25.92243 0.11 0.26 -0.24
H -26.84327 -20.23424 -23.59770 -0.01 0.27 0.10
H -26.06541 -19.61928 -25.07315 -0.54 0.14 -0.52
H -24.25359 -22.93401 -24.57594 -5.29 1.03 0.78
H -23.84154 -21.71931 -25.69590 -3.68 3.51 1.43
C -23.35510 -26.60233 -29.09942 -2.29 -0.83 -0.14
C -22.75662 -25.49874 -28.30499 -0.95 -0.28 -1.00
C -21.36808 -25.25980 -28.86105 -0.29 -2.32 -0.73
O -21.11242 -26.61688 -29.28383 1.14 0.31 -3.12
C -22.23300 -27.27587 -29.80765 -0.07 1.51 -1.96
H -24.15313 -26.32690 -29.78891 0.04 0.40 -0.16
H -23.84252 -27.30987 -28.42866 -0.05 0.00 -0.18
H -22.72666 -25.77473 -27.25094 -0.25 1.32 -3.80
H -23.37323 -24.60182 -28.24644 0.19 -6.44 -3.05
H -20.60661 -25.05991 -28.10718 -0.39 0.21 -0.81
H -21.23221 -24.52975 -29.65897 -0.36 -0.23 -0.31
H -22.24760 -28.36445 -29.75405 0.68 0.01 0.47
H -22.28591 -27.05186 -30.87307 -0.08 -0.07 -0.37
C -22.83447 -26.60869 -22.65222 -0.09 0.64 1.38
C -22.27070 -27.57992 -21.60991 -0.78 1.14 0.29
C -21.16853 -28.12220 -22.44902 0.93 -0.19 0.79
O -20.56174 -26.92970 -23.09767 -0.45 -0.39 4.70
C -21.57934 -25.88937 -23.07553 -1.31 -4.65 1.13
H -23.42217 -25.84920 -22.13659 -0.70 -0.06 -0.23
H -23.38565 -27.03805 -23.48884 1.26 -0.42 1.70
H -23.01283 -28.17399 -21.07659 0.02 -0.90 -0.87
H -21.89689 -27.02398 -20.75008 0.52 0.45 -0.17
H -21.59167 -28.80146 -23.18906 0.23 0.10 -0.24
H -20.41645 -28.64701 -21.85993 0.29 0.08 -0.29
H -21.55060 -25.55596 -24.11288 -0.31 -1.19 1.83
H -21.22812 -25.13761 -22.36872 -2.34 -2.48 0.79
C -17.59180 -25.44765 -26.04745 3.03 1.17 0.45
C -18.22399 -25.13551 -27.37348 -0.31 -0.60 0.18
C -18.46404 -23.63404 -27.30581 2.96 -1.96 1.53
O -17.60659 -23.09646 -26.32326 1.41 -0.48 0.20
C -16.77201 -24.15339 -25.82646 0.67 -0.12 -1.76
H -16.86174 -26.25687 -26.06405 -0.20 -0.27 -0.04
H -18.29152 -25.58127 -25.22244 1.25 -0.49 -0.99
H -19.07932 -25.81116 -27.37419 1.54 1.61 -1.06
H -17.61387 -25.38383 -28.24192 0.32 -0.04 0.18
H -19.49254 -23.34661 -27.08748 1.18 -0.30 0.49
H -18.13845 -23.13658 -28.21939 1.89 -3.44 2.59
H -16.41247 -23.95815 -24.81615 0.21 -0.07 -0.07
H -15.93015 -24.08410 -26.51534 0.56 -0.73 0.18
C -20.71558 -20.97046 -28.14564 4.35 2.07 0.99
C -19.33285 -20.67792 -27.69152 2.60 -0.39 0.14
C -18.50092 -21.50591 -28.71492 -1.30 1.74 0.40
O -19.27608 -22.66280 -28.81435 -4.97 2.62 -7.31
C -20.68861 -22.38620 -28.71585 3.56 1.74 -1.70
H -20.88168 -20.25088 -28.94734 1.24 -0.26 0.52
H -21.51566 -20.78425 -27.42918 2.77 0.72 0.54
H -19.00139 -21.11772 -26.75088 -0.62 -0.12 0.41
H -18.94946 -19.66012 -27.61951 -0.53 0.32 -0.32
H -17.56933 -21.80999 -28.23767 0.50 0.58 -0.55
H -18.38816 -21.00700 -29.67746 0.28 0.03 -0.10
H -21.32538 -23.01184 -28.09039 5.14 0.13 -1.99
H -21.15217 -22.36868 -29.70220 0.46 -0.25 -0.61

=====

[2]
123
Properties=species:S:1:pos:R:3:forces:R:3 method="wB97M-V/def2-TZVPD" total_energy_ev=-170500.0488 orbital_gap_ev=1.24
C -2.89868 -0.28397 3.16030 -1.39 -0.55 -0.53
C -3.43400 -1.69666 2.75398 0.62 -0.77 0.55
C -2.98236 -2.79953 3.59684 -1.51 -0.63 -1.73
C -3.39404 -4.16264 3.34681 -0.31 1.64 -0.94
C -4.24437 -4.38399 2.20285 0.18 0.73 0.12
C -4.71408 -3.33007 1.34286 1.48 0.29 1.97
C -4.32892 -1.93482 1.61711 0.27 -0.54 0.29
C -4.85430 -0.78623 0.72860 1.31 -1.38 -0.44
Nb -6.93370 -0.22824 1.53636 0.18 -0.03 -0.34
C -6.10405 1.32503 3.00250 -0.85 0.16 1.11
C -6.66167 0.92771 4.43405 -0.09 -0.25 -0.46
C -6.72338 2.13358 5.44937 -0.58 -1.10 0.10
O -8.03593 2.73275 5.32837 0.71 0.28 0.21
C -8.00161 -1.79186 0.23679 -0.61 -0.83 1.08
C -9.25724 -2.47475 0.91174 0.36 -0.67 -0.20
O -10.26921 -1.55540 1.34045 0.36 -0.51 0.19
C -8.89431 -3.42471 2.10259 -0.33 -0.04 -0.21
N -10.07329 -4.24017 2.49153 -0.15 0.10 0.24
H -1.79401 -0.25245 3.29134 -0.86 -0.11 0.31
H -3.14413 0.41983 2.33515 0.23 -0.37 0.90
H -3.46684 0.02208 4.07034 0.72 -0.06 -0.50
H -2.31978 -2.59602 4.49280 -2.63 0.47 -0.41
H -3.07411 -4.99963 3.99545 -0.28 0.59 -0.47
H -4.54838 -5.43335 2.00405 0.18 0.92 0.06
H -5.35832 -3.60242 0.48689 0.48 0.40 0.62
H -4.14959 0.07206 0.68057 -0.60 -0.53 0.20
H -4.91903 -1.19199 -0.31894 -0.17 0.41 0.85
H -6.99036 1.04851 0.19958 0.36 0.13 -0.11
H -8.59041 0.29659 2.11695 0.23 0.38 -0.19
H -6.77691 -1.50052 2.85608 0.17 -0.25 0.13
H -4.99235 1.41550 2.97145 -0.78 -0.08 -0.08
H -6.57094 2.30866 2.73790 0.43 -0.71 0.05
H -6.16303 0.00983 4.84870 -0.14 0.96 -0.31
H -7.72691 0.61144 4.25701 0.87 0.29 0.45
H -5.90993 2.86266 5.24169 -0.83 -0.24 0.11
H -6.63909 1.77482 6.50560 0.34 0.16 -0.79
H -8.62238 2.23028 5.91141 0.21 0.19 -0.29
H -7.27904 -2.62826 0.02337 -0.50 0.77 0.02
H -8.30235 -1.31403 -0.72898 0.27 -0.14 0.72
H -9.72554 -3.12454 0.12063 0.17 0.52 0.72
H -10.08417 -1.39903 2.28339 -0.11 0.33 -0.53
H -8.09655 -4.12344 1.74979 -0.38 0.59 0.45
H -8.55931 -2.86121 3.01123 0.24 -0.09 -1.03
H -9.98938 -4.51214 3.47461 0.10 -0.02 -0.47
H -10.93300 -3.68634 2.46309 0.41 -0.01 -0.23
Al -0.62605 -2.93924 4.30350 2.07 -0.31 0.15
F 1.09802 -2.43104 7.39396 -0.54 0.01 -2.28
P 0.20497 -2.26007 8.75085 0.19 0.26 1.57
F 1.74533 -2.13619 9.27235 0.54 -0.13 1.41
F -0.08076 -0.90641 9.60128 0.89 0.44 0.73
F -0.08779 -3.06516 10.13254 0.08 0.52 1.28
F -0.59007 -3.60628 8.25600 -0.23 -0.62 -1.90
F -0.85486 -1.42899 7.80817 -0.99 -0.61 -1.69
C -1.21307 1.35704 -0.24666 -0.02 -0.06 0.03
Cl -2.76906 2.16621 -0.03563 0.14 0.05 -0.05
Cl 0.11362 2.50248 0.00504 -1.08 0.52 -0.32
Cl -1.05796 -0.01477 0.85555 0.36 0.06 -0.71
H -1.15392 0.98704 -1.26543 0.05 0.04 0.10
C 3.10980 1.52792 -2.27639 0.28 -0.24 0.08
Cl 2.56319 3.12613 -2.81566 0.02 0.11 -0.05
Cl 1.74664 0.46663 -1.92620 0.11 -0.33 -0.40
H 3.71260 1.07976 -3.06138 -0.14 0.07 -0.03
H 3.70395 1.64603 -1.37409 -0.23 0.08 0.05
C 0.36627 1.86180 11.91663 0.14 0.04 0.03
C -1.03286 1.30327 11.87261 -0.12 -0.53 -0.06
O -1.24867 0.11019 11.82809 -0.11 0.17 0.31
N -2.07454 2.19152 11.88319 0.31 0.12 0.02
C -2.01766 3.63730 11.93255 -0.50 -0.35 -0.04
H 1.07945 1.04058 11.90103 -0.19 -0.05 -0.05
H 0.54760 2.49404 11.04533 0.05 0.09 0.11
H 0.51572 2.43451 12.83477 0.04 0.13 -0.11
H -2.97959 1.74832 11.85152 0.07 0.02 -0.01
H -2.54989 3.97863 12.82379 0.10 0.26 -0.04
H -2.51705 4.03798 11.04714 0.10 0.26 0.06
H -0.99553 4.00377 11.96368 -0.03 -0.11 -0.01
Cl 2.11447 1.64481 1.18155 0.96 -0.30 0.57
C 1.93929 0.85530 -8.27131 -0.14 0.07 -0.38
N 1.37876 2.25813 -8.29841 -0.01 -0.04 -0.03
C -0.09615 2.16111 -8.58882 0.31 0.15 0.17
C 2.03881 3.03698 -9.39824 -0.11 -0.29 0.15
C 1.54318 2.95971 -6.95063 0.29 -0.38 0.12
C 2.98033 3.16228 -6.49367 0.40 -0.11 -0.13
O 3.64334 1.91839 -6.35975 -0.13 0.06 -0.26
H 1.56560 0.32511 -9.14824 -0.12 0.10 0.06
H 3.02064 0.89828 -8.32684 -0.08 0.00 0.28
H 1.60033 0.36431 -7.36265 0.15 0.01 -0.02
H -0.22900 1.67402 -9.55218 0.00 0.01 0.05
H -0.51023 3.16815 -8.61316 -0.02 -0.08 0.01
H -0.56197 1.57562 -7.79751 0.00 0.05 -0.07
H 3.11335 3.04512 -9.23218 -0.08 0.07 0.03
H 1.62848 4.04460 -9.40413 0.07 -0.01 -0.03
H 1.82981 2.53400 -10.34311 -0.02 0.08 0.09
H 1.01030 2.33855 -6.22597 0.04 0.06 -0.07
H 1.04120 3.92374 -7.03148 0.01 -0.03 -0.03
H 2.98033 3.65914 -5.52079 -0.35 0.21 -0.09
H 3.53197 3.79490 -7.19671 -0.15 0.17 0.00
H 4.59159 2.08805 -6.27524 0.05 -0.22 0.34
C 9.35187 -0.38640 -8.70996 -0.01 0.01 0.02
C 8.56849 0.76202 -8.66623 0.03 -0.14 0.07
C 7.80684 1.04073 -7.54123 -0.09 0.17 -0.08
C 7.84137 0.16418 -6.46496 0.34 -0.09 -0.50
C 8.61508 -0.98973 -6.50172 0.01 -0.17 0.28
C 9.37193 -1.26280 -7.63163 0.00 0.14 -0.13
N 7.06087 0.46065 -5.26040 0.06 -0.22 -0.01
O 6.36739 1.47053 -5.24780 -0.08 0.03 -0.10
O 7.14948 -0.31427 -4.33807 -0.18 0.34 0.04
H 9.95022 -0.59823 -9.58843 -0.04 0.01 0.05
H 8.55547 1.44137 -9.50976 -0.01 -0.01 0.07
H 7.20117 1.93708 -7.51625 0.04 -0.07 0.17
H 8.63992 -1.67873 -5.66398 -0.09 0.08 0.02
H 9.98099 -2.15788 -7.67017 -0.06 0.02 0.09
C 12.35183 -0.78183 -4.38366 0.32 0.44 -0.09
C 11.50782 -1.11397 -3.18363 -0.12 0.27 0.51
O 10.69744 -2.18799 -3.65131 0.40 0.00 -0.47
C 11.35706 -2.77253 -4.68647 -0.25 -0.37 0.09
O 11.03770 -3.79580 -5.19786 0.07 0.21 -0.10
O 12.43594 -2.02880 -5.06551 -0.24 -0.10 0.12
H 13.34270 -0.41997 -4.11235 0.03 -0.16 -0.13
H 11.87474 -0.05027 -5.04209 -0.03 -0.03 0.02
H 12.10287 -1.46381 -2.33658 0.00 -0.01 -0.05
H 10.89186 -0.27573 -2.86053 -0.14 -0.18 -0.02
O 7.95791 -3.01736 -3.23858 0.00 -0.36 0.10
H 7.69968 -2.19668 -3.66377 -0.12 0.32 -0.03